Below is a single CH5BO molecule at a distorted geometry, with properties calculated with ωB97M-V/def2-TZVPD.

```
8
Properties=species:S:1:pos:R:3
B -1.02 0.06 0.13
C 1.23 -0.17 0.04
O 0.18 0.95 0.13
H -1.32 -0.46 -0.85
H -1.67 -0.15 1.18
H 0.98 -0.74 -0.77
H 1.37 -0.66 0.97
H 0.25 1.18 -0.81
```

Calculated values
Largest force on an atom: 2.8 eV Å⁻¹
Energy relative to the best compared isomer or geometry (same formula, charge and spin): 5.342 eV
HOMO: -7.8 eV
DFT total energy: -141.03264 Eh

How positive or negative is each atom? The Mulliken charges in e answer that: number 1, B, carries 0.1889; number 2, C, carries -0.8421; number 3, O, carries -0.2745; number 4, H, carries -0.0432; number 5, H, carries -0.0424; number 6, H, carries 0.3004; number 7, H, carries 0.2762; number 8, H, carries 0.4367

---

Below is a molecular structure, C26H40N2SScTe at a distorted geometry, with properties calculated with ωB97M-V/def2-TZVPD.

```
71
Properties=species:S:1:pos:R:3
Sc -0.28 0.32 0.06
C 1.60 1.05 2.74
C 0.16 0.84 3.18
N -0.54 -0.16 2.33
C -0.20 -1.58 2.65
C 1.13 -2.11 2.10
S 1.59 -1.59 0.40
C 3.14 -0.65 0.67
C 2.95 0.86 0.68
N 1.66 1.27 1.27
H 2.21 0.19 3.00
H 2.02 1.90 3.28
H -0.39 1.78 3.11
H 0.14 0.53 4.23
H -1.52 -0.08 2.60
H -1.01 -2.19 2.25
H -0.19 -1.72 3.73
H 1.07 -3.19 2.07
H 1.97 -1.87 2.75
H 3.80 -0.94 -0.15
H 3.59 -1.04 1.58
H 2.99 1.24 -0.34
H 3.79 1.31 1.22
H 1.60 2.28 1.13
C -2.25 -3.69 0.35
C -2.09 -2.34 -0.28
C -1.17 -2.17 -1.34
C -0.29 -3.32 -1.73
C -1.17 -0.97 -2.08
C -0.42 -0.88 -3.40
C -2.08 0.08 -1.76
C -2.31 1.14 -2.80
C -2.90 -0.04 -0.60
C -3.90 1.03 -0.23
C -2.90 -1.25 0.13
C -3.85 -1.44 1.28
H -3.19 -3.79 0.88
H -1.44 -3.92 1.06
H -2.23 -4.47 -0.41
H -0.77 -3.90 -2.53
H -0.11 -4.00 -0.90
H 0.68 -2.99 -2.10
H 0.10 0.06 -3.53
H -1.15 -0.96 -4.21
H 0.29 -1.69 -3.53
H -2.86 0.68 -3.63
H -1.39 1.54 -3.23
H -2.92 1.97 -2.46
H -4.91 0.66 -0.41
H -3.78 1.94 -0.80
H -3.84 1.29 0.83
H -3.39 -1.98 2.11
H -4.70 -2.04 0.95
H -4.25 -0.51 1.66
C 0.53 4.10 -1.93
Te -0.87 3.21 -0.53
C -0.03 4.70 0.81
C 0.35 5.82 -0.12
C 0.45 7.12 0.34
C 0.84 8.13 -0.53
C 1.11 7.84 -1.86
C 1.00 6.54 -2.33
C 0.63 5.53 -1.46
H 0.14 4.03 -2.94
H 1.49 3.59 -1.88
H 0.83 4.32 1.36
H -0.80 5.00 1.52
H 0.23 7.35 1.38
H 0.91 9.15 -0.17
H 1.39 8.64 -2.54
H 1.20 6.32 -3.37
```

Calculated values
Largest force on an atom: 1.3 eV Å⁻¹
Charge: +3
HOMO: -16.2 eV
DFT total energy: -2550.30473 Eh

How positive or negative is each atom? The Mulliken charges in e answer that: number 1, Sc, carries 0.4797; number 2, C, carries -0.7561; number 3, C, carries -0.8990; number 4, N, carries 0.0455; number 5, C, carries -0.4680; number 6, C, carries -1.0704; number 7, S, carries 0.1262; number 8, C, carries -0.7526; number 9, C, carries -0.7571; number 10, N, carries 0.3216; number 11, H, carries 0.2820; number 12, H, carries 0.4736; number 13, H, carries 0.4542; number 14, H, carries 0.4226; number 15, H, carries 0.3162; number 16, H, carries -0.0857; number 17, H, carries 0.5723; number 18, H, carries 0.6951; number 19, H, carries 0.5131; number 20, H, carries 0.4906; number 21, H, carries 0.4602; number 22, H, carries 0.3790; number 23, H, carries 0.4353; number 24, H, carries -0.0917; number 25, C, carries -1.8853; number 26, C, carries 0.9328; number 27, C, carries 0.7610; number 28, C, carries -2.3475; number 29, C, carries 0.1690; number 30, C, carries -1.7420; number 31, C, carries 0.6038; number 32, C, carries -1.8799; number 33, C, carries 1.5599; number 34, C, carries -2.5025; number 35, C, carries 1.5512; number 36, C, carries -2.2331; number 37, H, carries 0.4281; number 38, H, carries 0.3397; number 39, H, carries 0.4946; number 40, H, carries 0.4429; number 41, H, carries 0.5331; number 42, H, carries 0.6076; number 43, H, carries 0.3103; number 44, H, carries 0.3908; number 45, H, carries 0.4383; number 46, H, carries 0.4393; number 47, H, carries 0.4404; number 48, H, carries 0.3733; number 49, H, carries 0.4717; number 50, H, carries 0.3221; number 51, H, carries 0.5116; number 52, H, carries 0.4807; number 53, H, carries 0.4846; number 54, H, carries 0.4529; number 55, C, carries -0.9765; number 56, Te, carries 0.0281; number 57, C, carries -0.9464; number 58, C, carries 0.5648; number 59, C, carries -0.8183; number 60, C, carries -0.6176; number 61, C, carries -0.6262; number 62, C, carries -0.8776; number 63, C, carries 0.7741; number 64, H, carries 0.6289; number 65, H, carries 0.4358; number 66, H, carries 0.4560; number 67, H, carries 0.6543; number 68, H, carries 0.4661; number 69, H, carries 0.4302; number 70, H, carries 0.4322; number 71, H, carries 0.4564

---

Below is 2 unconnected molecules or ions with the total composition C18H21NO at a distorted geometry, with properties calculated with ωB97M-V/def2-TZVPD.

```
41
Properties=species:S:1:pos:R:3
C 2.50 0.33 3.08
C 3.65 0.98 3.76
C 1.78 1.13 2.07
C 2.20 1.80 0.85
C 0.36 1.34 2.02
C 0.01 1.99 0.88
C -0.54 0.95 2.98
C -1.29 2.24 0.64
C -1.89 1.28 2.78
C -2.21 1.92 1.66
N 1.08 2.22 0.13
H 2.88 -0.65 2.53
H 1.76 -0.07 3.77
H 4.17 1.69 3.20
H 3.13 1.95 0.27
H 1.22 2.92 -0.52
H -0.17 0.38 3.92
H -1.53 2.75 -0.29
H -2.77 1.27 3.59
H -3.26 2.20 1.54
H 4.50 0.13 3.98
H 3.34 1.22 4.72
C -1.54 -0.54 -0.35
C -2.91 -1.06 0.05
C -0.90 -1.15 -1.59
C -1.62 -2.20 -2.23
C 0.32 -0.76 -2.03
C -1.03 -2.89 -3.26
C 0.95 -1.48 -3.12
C 0.16 -2.37 -3.74
O 0.42 -3.07 -4.86
H -1.54 0.51 -0.81
H -0.81 -0.39 0.45
H -3.59 -0.42 -0.59
H -2.52 -2.44 -1.93
H 0.95 -0.14 -1.47
H -1.55 -3.61 -3.73
H 1.98 -1.39 -3.21
H 1.34 -2.89 -5.12
H -3.37 -0.81 1.08
H -3.05 -2.14 -0.06
```

Calculated values
2S+1: 2
Largest force on an atom: 5.5 eV Å⁻¹
Charge: +1
HOMO (spin up / spin down): -10.6 / -10.5 eV
DFT total energy: -828.09260 Eh

How positive or negative is each atom? The Mulliken charges in e answer that: number 1, C, carries -0.2546; number 2, C, carries -1.2332; number 3, C, carries 0.0620; number 4, C, carries -0.4609; number 5, C, carries 1.4407; number 6, C, carries -0.5362; number 7, C, carries -0.2509; number 8, C, carries -0.6084; number 9, C, carries -0.8136; number 10, C, carries -0.2140; number 11, N, carries 0.1349; number 12, H, carries 0.3065; number 13, H, carries 0.3696; number 14, H, carries 0.4266; number 15, H, carries 0.4193; number 16, H, carries 0.2309; number 17, H, carries 0.2422; number 18, H, carries 0.3791; number 19, H, carries 0.2737; number 20, H, carries 0.4255; number 21, H, carries 0.2770; number 22, H, carries 0.3184; number 23, C, carries 1.0054; number 24, C, carries -1.6121; number 25, C, carries 0.1999; number 26, C, carries -1.2025; number 27, C, carries -0.1953; number 28, C, carries -0.7265; number 29, C, carries -0.9105; number 30, C, carries 0.6690; number 31, O, carries -0.5097; number 32, H, carries -0.0531; number 33, H, carries 0.1481; number 34, H, carries 0.3889; number 35, H, carries 0.6374; number 36, H, carries 0.3215; number 37, H, carries 0.4888; number 38, H, carries 0.4142; number 39, H, carries 0.3089; number 40, H, carries 0.2558; number 41, H, carries 0.4373

---

Below is 2 unconnected molecules or ions with the total composition C2H3FO at a distorted geometry, with properties calculated with ωB97M-V/def2-TZVPD.

```
7
Properties=species:S:1:pos:R:3
C -0.89 -1.20 -0.58
C 0.63 0.97 0.41
O -1.07 -2.26 -0.13
F 1.52 0.09 0.80
H -1.46 -0.59 -1.22
H 0.85 1.41 -0.51
H 0.41 1.57 1.22
```

Calculated values
Largest force on an atom: 2.3 eV Å⁻¹
Energy relative to the best compared isomer or geometry (same formula, charge and spin): 5.087 eV
HOMO (spin up / spin down): -8.8 / -8.0 eV
DFT total energy: -252.94028 Eh

How positive or negative is each atom? The Mulliken charges in e answer that: number 1, C, carries 0.0379; number 2, C, carries -0.3640; number 3, O, carries -0.2988; number 4, F, carries -0.2022; number 5, H, carries 0.2709; number 6, H, carries 0.2838; number 7, H, carries 0.2723

---

Below is a molecular structure, C6H14NOSi at a distorted geometry, with properties calculated with ωB97M-V/def2-TZVPD.

```
23
Properties=species:S:1:pos:R:3
C -0.88 -0.87 0.09
C 0.02 0.98 -1.02
C -1.92 -1.76 0.48
C -2.45 0.59 -1.06
C 1.57 1.16 1.73
C 3.00 -0.63 -0.38
N -1.15 0.18 -0.64
O 0.28 -1.17 0.50
Si 1.36 0.17 0.14
H 0.01 0.91 -2.12
H -0.08 2.13 -0.68
H -2.49 -1.12 1.10
H -1.67 -2.69 1.00
H -2.53 -2.04 -0.42
H -3.14 0.71 -0.10
H -2.81 -0.11 -1.67
H -2.37 1.57 -1.61
H 2.12 0.63 2.63
H 2.24 2.10 1.45
H 0.57 1.52 2.27
H 3.04 -1.37 -1.21
H 3.53 0.22 -0.89
H 3.73 -1.12 0.41
```

Calculated values
2S+1: 3
Largest force on an atom: 9.3 eV Å⁻¹
Charge: +1
HOMO (spin up / spin down): -9.4 / -15.0 eV
DFT total energy: -656.08248 Eh

How positive or negative is each atom? The Mulliken charges in e answer that: number 1, C, carries 0.8130; number 2, C, carries -0.7487; number 3, C, carries -1.4118; number 4, C, carries -0.8813; number 5, C, carries -0.8818; number 6, C, carries -0.9954; number 7, N, carries 0.2331; number 8, O, carries -0.3432; number 9, Si, carries 0.2596; number 10, H, carries 0.5249; number 11, H, carries 0.3749; number 12, H, carries 0.3598; number 13, H, carries 0.3317; number 14, H, carries 0.3149; number 15, H, carries 0.3353; number 16, H, carries 0.4197; number 17, H, carries 0.3694; number 18, H, carries 0.3214; number 19, H, carries 0.2988; number 20, H, carries 0.2976; number 21, H, carries 0.3632; number 22, H, carries 0.3228; number 23, H, carries 0.3221

---

Below is 2 unconnected molecules or ions with the total composition CH6FN4O at a distorted geometry, with properties calculated with ωB97M-V/def2-TZVPD.

```
13
Properties=species:S:1:pos:R:3
C -0.18 0.24 0.42
N -1.20 -2.71 -0.08
N -0.10 1.48 0.76
N -2.18 -2.72 -0.77
N 1.04 2.23 0.71
O 1.02 -0.30 0.20
F -2.89 -1.43 -0.80
H -1.00 -3.63 -0.24
H -0.98 -0.66 0.22
H -0.82 2.12 0.98
H 1.88 2.03 1.32
H 0.96 3.18 0.65
H 1.72 0.31 0.40
```

Calculated values
Largest force on an atom: 4.8 eV Å⁻¹
Energy relative to the best compared isomer or geometry (same formula, charge and spin): 1.848 eV
Charge: +1
HOMO: -15.3 eV
DFT total energy: -435.39813 Eh

How positive or negative is each atom? The Mulliken charges in e answer that: number 1, C, carries 0.4894; number 2, N, carries -0.2314; number 3, N, carries 0.2229; number 4, N, carries 0.0682; number 5, N, carries -0.7327; number 6, O, carries -0.3453; number 7, F, carries -0.2198; number 8, H, carries 0.3235; number 9, H, carries 0.2911; number 10, H, carries 0.2148; number 11, H, carries 0.2802; number 12, H, carries 0.2314; number 13, H, carries 0.4079

---

Question: Among the records above, which one has the lowest largest force on an atom?
Answer: C26H40N2SScTe

---

Question: Which of these has the lowest largest force on an atom?
Answer: C26H40N2SScTe

---

Question: Among the records above, which one has the highest DFT total energy?
Answer: CH5BO